{"formula": "C28H39N2S", "method": "ωB97M-V/def2-TZVPD", "species": ["C", "C", "N", "C", "C", "N", "C", "S", "C", "H", "H", "H", "H", "H", "H", "H", "H", "H", "H", "C", "C", "C", "C", "C", "C", "C", "C", "C", "C", "C", "C", "C", "C", "C", "C", "C", "C", "C", "C", "C", "C", "H", "H", "H", "H", "H", "H", "H", "H", "H", "H", "H", "H", "H", "H", "H", "H", "H", "H", "H", "H", "H", "H", "H", "H", "H", "H", "H", "H", "H"], "positions_angstrom": [[-6.301, 1.547, -2.121], [-5.389, 0.897, -3.139], [-4.058, 0.691, -2.609], [-2.972, 0.318, -3.515], [-1.808, 0.134, -2.572], [-2.359, 0.189, -1.210], [-3.646, 0.463, -1.321], [-4.739, 0.534, 0.016], [-6.340, 0.837, -0.787], [-5.984, 2.579, -1.974], [-7.311, 1.556, -2.533], [-5.814, -0.058, -3.484], [-5.288, 1.538, -4.027], [-3.211, -0.629, -4.031], [-2.784, 1.089, -4.272], [-1.329, -0.838, -2.744], [-1.057, 0.928, -2.717], [-6.850, 1.478, -0.055], [-6.855, -0.130, -0.854], [4.309, 2.449, -3.109], [3.529, 2.266, -1.844], [4.152, 1.698, -0.737], [3.506, 1.571, 0.492], [4.342, 0.936, 1.568], [2.170, 1.998, 0.617], [1.411, 1.850, 1.924], [2.020, 2.662, 3.083], [1.259, 0.367, 2.314], [0.455, -0.512, 1.459], [0.476, -1.917, 1.556], [-0.145, -2.717, 0.533], [-0.748, -2.041, -0.641], [-0.189, -4.099, 0.588], [0.427, -4.783, 1.640], [0.435, -6.271, 1.685], [1.073, -4.039, 2.629], [1.114, -2.654, 2.629], [1.887, -2.044, 3.754], [1.516, 2.522, -0.513], [0.071, 2.945, -0.450], [2.191, 2.651, -1.731], [3.683, 2.917, -3.874], [5.188, 3.084, -2.930], [4.682, 1.487, -3.487], [5.185, 1.351, -0.825], [3.990, 1.097, 2.586], [4.444, -0.149, 1.412], [5.365, 1.337, 1.523], [0.395, 2.239, 1.804], [1.999, 3.729, 2.839], [1.433, 2.525, 3.998], [3.058, 2.395, 3.294], [2.262, -0.079, 2.341], [0.834, 0.363, 3.333], [-0.201, -0.022, 0.732], [-1.148, -2.779, -1.344], [-1.568, -1.386, -0.320], [-0.009, -1.419, -1.164], [-0.697, -4.633, -0.215], [0.966, -6.583, 2.587], [-0.586, -6.672, 1.711], [0.937, -6.704, 0.811], [1.586, -4.576, 3.430], [1.967, -2.789, 4.556], [2.917, -1.797, 3.454], [1.425, -1.158, 4.198], [-0.182, 3.520, -1.350], [-0.618, 2.085, -0.416], [-0.137, 3.591, 0.417], [1.664, 3.065, -2.596]], "mulliken_charge": [-0.714, -0.538, 0.078, -0.950, -0.146, -0.325, 0.244, -0.133, -0.593, 0.323, 0.350, 0.339, 0.305, 0.306, 0.382, 0.259, 0.105, 0.388, 0.347, -1.527, 0.647, -0.824, 1.762, -2.406, 0.497, 0.138, -1.685, -1.399, 1.206, -0.239, 0.790, -1.368, -0.997, 0.730, -1.524, -0.731, 1.120, -1.662, 1.079, -2.143, -1.006, 0.362, 0.338, 0.332, 0.459, 0.172, 0.352, 0.547, 0.350, 0.456, 0.442, 0.219, -0.155, 0.703, 0.281, 0.350, 0.381, 0.445, 0.428, 0.362, 0.363, 0.349, 0.342, 0.492, 0.348, 0.237, 0.445, 0.437, 0.404, 0.270], "e_lumo_ev": -4.908, "homo_ev": -10.4, "charge": 1, "multiplicity": 1}



{"formula": "C28H39N3O8P2SSiTi", "method": "ωB97M-V/def2-TZVPD", "species": ["Ti", "C", "C", "C", "C", "C", "C", "C", "H", "H", "H", "H", "H", "H", "H", "H", "C", "Si", "C", "C", "C", "C", "C", "C", "N", "C", "S", "H", "H", "H", "H", "H", "H", "H", "H", "H", "H", "H", "H", "C", "C", "O", "P", "O", "O", "O", "P", "O", "O", "O", "H", "H", "H", "H", "H", "H", "H", "C", "N", "N", "C", "O", "C", "C", "C", "C", "C", "C", "C", "C", "C", "H", "H", "H", "H", "H", "H", "H", "H", "H", "H", "H", "H"], "positions_angstrom": [[-0.567, 0.686, -0.840], [-4.247, -1.143, -2.912], [-3.771, -0.952, -1.497], [-3.728, 0.331, -0.950], [-3.328, 0.534, 0.364], [-2.995, -0.562, 1.157], [-3.019, -1.838, 0.619], [-3.405, -2.030, -0.701], [-4.019, -2.146, -3.275], [-3.775, -0.413, -3.571], [-5.328, -1.003, -2.969], [-4.086, 1.160, -1.544], [-3.359, 1.521, 0.807], [-2.772, -0.416, 2.205], [-2.763, -2.688, 1.239], [-3.460, -3.035, -1.105], [4.999, -1.651, -3.363], [4.207, -1.948, -1.672], [4.895, -0.733, -0.409], [4.651, -3.694, -1.081], [2.324, -1.950, -1.890], [1.742, -3.029, -2.551], [0.382, -3.034, -2.845], [-0.402, -2.008, -2.378], [0.099, -0.992, -1.657], [1.451, -0.921, -1.508], [1.929, 0.651, -0.951], [6.078, -1.810, -3.316], [4.826, -0.631, -3.708], [4.595, -2.330, -4.116], [5.952, -0.937, -0.227], [4.366, -0.811, 0.542], [4.798, 0.295, -0.752], [5.732, -3.799, -0.979], [4.313, -4.463, -1.778], [4.201, -3.909, -0.109], [2.365, -3.850, -2.888], [-0.056, -3.831, -3.429], [-1.457, -1.955, -2.596], [1.132, 3.224, -3.185], [-0.183, 3.655, -2.570], [-0.630, 4.886, -3.121], [-1.543, 2.481, -2.973], [-1.810, 2.599, -4.530], [-2.880, 3.129, -2.408], [-1.340, 1.028, -2.665], [-0.335, 3.742, -0.702], [1.102, 3.596, -0.037], [-0.947, 5.046, -0.389], [-1.190, 2.501, -0.387], [1.042, 3.225, -4.273], [1.404, 2.223, -2.858], [1.918, 3.922, -2.897], [-0.811, 5.484, -2.373], [-1.953, 3.522, -4.795], [-2.820, 3.353, -1.464], [1.481, 2.705, -0.105], [0.952, -0.810, 5.202], [0.154, -1.149, 4.032], [-0.092, -0.079, 3.157], [0.052, -0.543, 1.841], [-0.221, 0.175, 0.823], [0.460, -1.891, 1.924], [0.543, -2.233, 3.239], [0.932, -3.516, 3.878], [-0.855, 1.018, 3.578], [-1.705, 0.924, 4.683], [-2.434, 2.031, 5.087], [-2.346, 3.230, 4.395], [-1.516, 3.316, 3.284], [-0.764, 2.226, 2.884], [0.532, 0.072, 5.678], [1.996, -0.605, 4.939], [0.912, -1.639, 5.905], [0.645, -2.526, 1.072], [0.951, -4.309, 3.133], [0.220, -3.786, 4.660], [1.923, -3.454, 4.336], [-1.807, -0.019, 5.204], [-3.084, 1.950, 5.948], [-2.917, 4.089, 4.719], [-1.433, 4.240, 2.725], [-0.101, 2.304, 2.039]], "mulliken_charge": [-0.843, -1.664, 0.813, -0.074, -0.565, -0.609, -0.577, -0.407, 0.333, 0.274, 0.451, 0.610, 0.337, 0.447, 0.455, 0.349, -1.109, 0.165, -0.938, -1.131, 0.734, -0.132, -1.322, -0.206, 0.600, 0.367, -0.595, 0.330, 0.318, 0.351, 0.383, 0.274, 0.278, 0.334, 0.335, 0.304, 0.336, 0.424, 0.226, -1.385, 0.863, -0.626, 1.007, -0.624, -0.720, -0.350, 1.175, -0.581, -0.908, -1.023, 0.404, 0.091, 0.364, 0.455, 0.399, 0.428, 0.267, -1.226, -0.091, 0.793, -0.533, 1.654, -0.958, 0.288, -1.815, -0.217, 0.410, -0.830, -0.590, -0.607, -0.415, 0.431, 0.310, 0.413, 0.618, 0.422, 0.373, 0.323, 0.531, 0.390, 0.413, 0.470, 0.550], "e_lumo_ev": [0.251, 0.391], "homo_ev": [-4.6, -7.8], "multiplicity": 3, "s_squared": 2.03}



{"formula": "C28H39N6NiO13S3", "method": "ωB97M-V/def2-TZVPD", "species": ["Ni", "C", "C", "S", "O", "O", "C", "C", "N", "C", "N", "C", "C", "N", "O", "O", "C", "H", "H", "H", "H", "H", "H", "H", "H", "H", "H", "H", "H", "H", "O", "S", "C", "C", "C", "C", "H", "H", "H", "H", "H", "H", "H", "H", "C", "C", "S", "O", "O", "C", "C", "N", "C", "N", "C", "C", "N", "O", "O", "C", "H", "H", "H", "H", "H", "H", "H", "H", "H", "H", "H", "H", "H", "O", "C", "O", "C", "C", "C", "C", "O", "C", "O", "C", "C", "H", "H", "H", "H", "H"], "positions_angstrom": [[-0.273, -0.452, -2.106], [-5.698, 1.572, 3.739], [-5.987, 2.950, 3.157], [-5.840, 3.005, 1.388], [-6.293, 1.754, 0.825], [-6.395, 4.247, 0.916], [-4.078, 3.069, 1.074], [-3.944, 3.283, -0.435], [-2.669, 2.788, -0.966], [-2.517, 1.588, -1.554], [-1.260, 1.412, -1.957], [-0.568, 2.537, -1.601], [-1.425, 3.390, -0.997], [-1.113, 4.670, -0.428], [-1.975, 5.220, 0.236], [0.010, 5.080, -0.610], [-3.641, 0.642, -1.796], [-5.782, 1.610, 4.824], [-4.692, 1.230, 3.493], [-6.408, 0.841, 3.359], [-5.313, 3.725, 3.529], [-7.013, 3.278, 3.333], [-3.668, 2.109, 1.390], [-3.634, 3.888, 1.637], [-4.055, 4.332, -0.680], [-4.723, 2.731, -0.957], [0.478, 2.688, -1.805], [-4.343, 1.065, -2.517], [-4.201, 0.425, -0.884], [-3.243, -0.276, -2.225], [-1.409, -1.097, -3.593], [-1.279, -2.053, -4.784], [-0.024, -3.285, -4.353], [-0.736, -4.389, -3.582], [-2.043, -4.620, -4.337], [-2.649, -3.237, -4.585], [0.749, -2.746, -3.805], [0.391, -3.642, -5.297], [-0.935, -4.055, -2.562], [-0.128, -5.292, -3.532], [-2.736, -5.251, -3.783], [-1.840, -5.113, -5.290], [-3.196, -2.850, -3.725], [-3.283, -3.182, -5.467], [4.773, 0.068, 3.929], [4.153, -1.104, 4.677], [3.546, -2.376, 3.596], [4.409, -2.498, 2.445], [3.238, -3.540, 4.388], [1.991, -1.748, 2.964], [1.300, -2.947, 2.311], [0.389, -2.534, 1.236], [0.707, -2.531, -0.069], [-0.332, -2.152, -0.811], [-1.351, -1.871, 0.057], [-0.920, -2.103, 1.318], [-1.641, -1.837, 2.528], [-1.078, -2.023, 3.589], [-2.733, -1.320, 2.390], [2.043, -2.889, -0.615], [5.294, 0.716, 4.633], [4.018, 0.668, 3.421], [5.489, -0.286, 3.190], [3.300, -0.818, 5.294], [4.867, -1.637, 5.309], [2.243, -0.985, 2.225], [1.398, -1.323, 3.772], [0.755, -3.527, 3.045], [2.037, -3.601, 1.852], [-2.332, -1.549, -0.253], [2.104, -3.960, -0.817], [2.849, -2.626, 0.070], [2.193, -2.351, -1.550], [1.074, 0.322, -0.664], [1.931, 0.352, -1.599], [1.611, -0.174, -2.723], [3.237, 1.017, -1.438], [4.078, 1.127, -2.535], [5.305, 1.785, -2.443], [5.629, 2.313, -1.220], [6.748, 3.000, -0.884], [6.619, 3.346, 0.500], [5.360, 2.831, 0.953], [4.791, 2.207, -0.120], [3.586, 1.570, -0.189], [3.765, 0.694, -3.475], [5.968, 1.883, -3.292], [6.630, 4.429, 0.605], [7.428, 2.886, 1.066], [2.910, 1.507, 0.652]], "mulliken_charge": [0.831, -1.046, -0.544, 1.275, -0.653, -0.676, -0.431, -1.626, 0.419, 1.193, -0.245, -1.211, 0.524, 1.036, -0.617, -0.611, -1.195, 0.369, 0.260, 0.304, 0.376, 0.425, 0.328, 0.571, 0.281, 0.582, 0.694, 0.589, 0.382, -0.332, -0.544, 0.109, -0.363, -0.195, -0.785, -0.487, 0.007, 0.501, -0.105, 0.478, 0.392, 0.311, 0.209, 0.455, -1.079, -0.556, 1.292, -0.648, -0.690, 0.009, -1.885, 0.536, 0.630, -0.339, -0.595, 0.132, 1.067, -0.613, -0.633, -1.473, 0.431, 0.229, 0.308, 0.366, 0.434, -0.054, 0.655, 0.275, 0.747, 0.724, 0.372, 0.390, 0.197, -0.858, 1.424, -0.995, -0.034, -0.533, -1.206, 1.062, -0.489, -0.283, -0.529, 0.613, -0.744, 0.535, 0.447, 0.263, 0.286, 0.576], "e_lumo_ev": [-3.270, -3.393], "homo_ev": [-10.5, -10.5], "charge": 1, "multiplicity": 3, "s_squared": 2.00}